Record 1
The following is a DFT calculation (the ωB97M-V functional and the def2-TZVPD basis) of 7 unconnected molecules or ions with the total composition C14H24BNO28S5 at a distorted geometry.

Each line ends with the Mulliken charge.
Cartesian coordinates (Å):
1 N -8.7225 -10.5839 -8.3672  -0.474
2 H -9.2358 -10.8049 -7.5259  0.362
3 H -8.1526 -11.3749 -8.6308  0.370
4 H -8.1657 -9.8014 -8.0544  0.380
5 H -9.3905 -10.4031 -9.1029  0.362
6 O -13.1737 -16.5726 0.7410  -0.655
7 C -13.4845 -16.1506 -0.3500  0.650
8 O -13.3077 -14.9831 -0.7559  -0.557
9 B -13.6636 -14.8126 -2.1878  1.094
10 O -14.3284 -16.0850 -2.4854  -0.500
11 C -14.1524 -16.8981 -1.5112  0.594
12 O -14.4763 -18.0580 -1.5259  -0.623
13 O -14.5375 -13.6667 -2.3097  -0.490
14 C -14.0230 -12.7907 -3.1006  0.656
15 O -14.5502 -11.7651 -3.4811  -0.642
16 C -12.6690 -13.3074 -3.5682  0.550
17 O -12.5205 -14.5114 -3.0188  -0.463
18 O -11.9509 -12.6342 -4.2312  -0.615
19 C -5.5922 -5.9195 -2.0588  -0.279
20 C -5.7520 -7.2991 -1.3112  -0.377
21 O -5.0640 -8.1616 -2.1722  -0.315
22 S -5.5106 -7.8362 -3.7168  1.110
23 O -6.8872 -8.3124 -3.8591  -0.553
24 O -4.5492 -8.3037 -4.6399  -0.507
25 O -5.4832 -6.2153 -3.4588  -0.288
26 H -4.6978 -5.3891 -1.7319  0.296
27 H -6.4451 -5.3109 -1.7584  0.287
28 H -6.7990 -7.5422 -1.1301  0.273
29 H -5.3794 -7.3035 -0.2868  0.350
30 C -9.1436 -17.4042 -13.3528  -0.222
31 C -10.1092 -17.2224 -12.2570  -0.284
32 O -9.3664 -16.7926 -11.0961  -0.315
33 S -7.9628 -16.0460 -11.5233  1.075
34 O -6.9006 -16.5718 -10.7346  -0.495
35 O -7.9926 -14.5788 -11.6120  -0.535
36 O -8.0741 -16.6162 -13.0457  -0.329
37 H -9.6041 -17.1363 -14.3038  0.261
38 H -8.7545 -18.4170 -13.4573  0.275
39 H -10.7119 -18.1065 -12.0490  0.311
40 H -10.8755 -16.4939 -12.5221  0.257
41 C -7.4351 -14.7809 -1.5376  -0.293
42 C -6.9807 -13.4022 -2.0695  -0.355
43 O -6.0093 -13.7908 -3.0406  -0.297
44 S -6.5632 -15.0275 -3.9377  1.014
45 O -5.5882 -16.1095 -4.1900  -0.512
46 O -7.1405 -14.3996 -5.1099  -0.510
47 O -7.7101 -15.4303 -2.7922  -0.292
48 H -8.3376 -14.7588 -0.9268  0.367
49 H -6.5963 -15.1936 -0.9771  0.264
50 H -6.6301 -12.8129 -1.2222  0.333
51 H -7.7938 -12.8898 -2.5838  0.282
52 C -13.5996 -10.3020 -16.0877  -0.249
53 C -14.6934 -10.9548 -15.2072  -0.302
54 O -14.0097 -11.7173 -14.1636  -0.327
55 S -12.3611 -11.5407 -14.2269  1.116
56 O -11.8348 -12.6254 -15.0336  -0.527
57 O -11.8376 -11.3793 -12.8968  -0.502
58 O -12.5865 -10.1741 -15.1116  -0.323
59 H -13.8910 -9.3037 -16.4140  0.291
60 H -13.3233 -11.0265 -16.8537  0.279
61 H -15.4338 -11.5749 -15.7126  0.295
62 H -15.2781 -10.2055 -14.6735  0.249
63 C -9.4614 -2.4305 -8.1689  -0.247
64 C -9.8900 -3.3900 -7.0532  -0.378
65 O -8.6426 -4.0733 -6.7992  -0.306
66 S -7.8929 -4.4797 -8.2459  1.092
67 O -8.5963 -5.5881 -8.9036  -0.533
68 O -6.4287 -4.5196 -8.0714  -0.491
69 O -8.4608 -3.0822 -8.8700  -0.313
70 H -8.9887 -1.5795 -7.6786  0.266
71 H -10.2723 -2.2198 -8.8662  0.280
72 H -10.6453 -4.0902 -7.4101  0.280
73 H -10.4290 -2.9073 -6.2381  0.351

Cartesian forces, eV/Å:
N -0.2643 -0.2640 0.7656
H -0.5749 -0.6813 0.4705
H 0.4611 -0.4136 -0.0469
H 0.4929 0.6788 -0.6428
H -0.1432 0.5440 -0.4238
O -0.3252 -0.2231 -0.5198
C -0.0498 -3.0176 1.8433
O 1.1936 4.0828 -1.2008
B -0.6480 -0.4292 1.1141
O 0.1137 1.7349 -1.9439
C -0.3980 -2.8426 1.2069
O 0.1120 0.1570 0.2611
O -1.1240 -0.4447 0.7327
C -1.0323 1.7166 -1.3143
O 0.6261 -0.6864 0.4323
C -0.9645 0.1023 1.0700
O 1.2436 0.2766 -1.0042
O 1.3911 -0.3265 -0.7752
C -0.2108 -0.6170 1.6957
C -0.3717 1.7440 -0.0425
O 0.2983 -1.2072 -1.2191
S -2.6625 -0.3958 2.0939
O 2.0705 1.2088 0.0246
O 0.3663 0.6790 0.2607
O -0.2098 -1.0529 -0.4873
H 0.1539 -0.2031 -0.2916
H -0.1704 0.1404 -0.8704
H -0.2143 -0.3257 -0.8467
H 0.9143 0.0032 -0.3845
C -0.3120 -1.8717 -1.0158
C -1.7994 0.3429 0.9518
O 0.7933 0.6260 -0.1283
S -0.9892 1.5036 -0.7422
O -0.6221 -0.4617 -0.6538
O -0.7564 -2.7720 0.1077
O 2.8361 2.3666 0.7884
H 0.2621 0.2988 -0.0503
H -0.2860 -0.2741 0.1321
H 0.5655 -0.2243 0.4867
H 0.2940 0.5562 0.1702
C 0.1135 1.5641 -0.8586
C -1.1660 -1.0254 0.9140
O 1.1349 -0.3810 -0.2147
S 0.4162 -0.4976 -0.4634
O -2.2925 2.7698 1.4368
O 0.0406 -1.0797 1.4678
O 1.0792 -0.8892 -1.3441
H -0.0369 -0.1088 -0.3375
H -0.0836 -0.5372 -0.2033
H 0.7962 0.1761 -0.5915
H -0.0705 0.0603 0.1275
C -1.1865 -1.5927 1.2578
C -0.4705 0.2396 0.6954
O 1.0013 -0.2081 -0.2100
S -2.4908 -1.3504 -1.2225
O -0.4073 1.7978 0.7371
O -0.6379 0.8612 -1.6916
O 2.9654 0.1606 1.1039
H 0.2830 -0.2724 -0.1750
H 0.2794 0.4949 -0.3326
H 0.4999 -0.3268 -0.1493
H 0.1886 0.1953 0.0278
C -0.8017 0.1614 1.4443
C -0.2679 -0.5564 -1.6365
O 0.6024 -1.1430 0.1737
S -0.7531 0.4397 0.8904
O 1.5156 1.9185 1.3312
O -3.9732 0.3714 -0.4172
O 2.4530 -1.7601 -1.9032
H -0.3567 0.4444 -0.3774
H 0.1154 0.3856 0.2043
H 0.2442 -0.4060 -0.2924
H 1.2072 0.0667 0.6053

As for the HOMO-LUMO gap: 6.281 eV. The LUMO energy comes out at -0.0711 Ha. The calculation puts the relative energy (zero: lowest compared OMol25 entry of this formula, charge and spin) at 5.632 eV. The calculation puts the total energy at -128575.30399 eV.

=====

Record 2
The following is a DFT calculation (the ωB97M-V functional and the def2-TZVPD basis) of 4 unconnected molecules or ions with the total composition C14H24Cl6FN3O3S at a distorted geometry.

Each line ends with the Mulliken charge.
Cartesian coordinates (Å):
1 O 2.9834 -0.3188 -0.7536  -0.627
2 C 1.9023 -0.2924 -0.2148  0.312
3 N 1.3562 -1.2804 0.5869  0.272
4 C 2.3014 -2.3420 0.9772  -0.631
5 C 1.4856 -3.6552 1.1543  -0.593
6 C 0.9549 -3.8389 2.5710  -0.263
7 F 1.8529 -4.4875 3.3821  -0.306
8 O 1.1016 0.8338 -0.3522  -0.363
9 C 0.4870 0.9454 -1.6399  -0.348
10 C -1.0272 0.5638 -1.7096  -0.560
11 S -1.6256 -0.5182 -0.4078  -0.296
12 C -1.4631 0.3757 1.0862  0.825
13 N -1.5413 1.6513 1.1072  -0.185
14 N -1.3342 1.9916 2.4325  -0.652
15 C -1.1553 0.9493 3.0833  -0.097
16 O -1.2245 -0.1681 2.2689  -0.309
17 H 1.0537 -0.8348 1.4485  0.086
18 H 3.0530 -2.5460 0.2245  0.413
19 H 2.7528 -2.1533 1.9510  0.189
20 H 2.1102 -4.4965 0.8486  0.361
21 H 0.6317 -3.6398 0.4749  0.330
22 H 0.0207 -4.4001 2.5134  0.320
23 H 0.7123 -2.8490 2.9697  0.165
24 H 0.5553 1.9952 -1.9050  0.204
25 H 1.0768 0.3714 -2.3549  0.354
26 H -1.1653 0.0046 -2.6365  0.452
27 H -1.6427 1.4612 -1.8299  0.399
28 H -0.9472 0.8460 4.1299  0.454
29 Cl -4.8730 0.3856 -1.9397  -0.155
30 C -5.7494 1.3723 -0.7420  -0.483
31 C -4.9701 1.5278 0.5419  -0.377
32 Cl -4.8421 -0.0050 1.4439  -0.182
33 H -6.7190 0.9112 -0.5704  0.345
34 H -5.9099 2.3506 -1.1924  0.286
35 H -5.4777 2.2366 1.1944  0.387
36 H -3.9604 1.8915 0.3571  0.208
37 Cl 4.9132 -2.4182 3.9451  -0.182
38 C 5.8418 -1.2433 2.9788  -0.497
39 C 5.3949 0.1750 3.2243  -0.500
40 Cl 3.7580 0.4760 2.5907  -0.095
41 H 5.7407 -1.5148 1.9305  0.312
42 H 6.8872 -1.3526 3.2636  0.367
43 H 6.0642 0.8655 2.7135  0.303
44 H 5.3950 0.4169 4.2842  0.325
45 Cl -1.0280 3.1069 -3.5991  -0.114
46 C -1.9118 3.1763 -5.1456  -0.515
47 C -2.0059 1.8233 -5.8033  -0.397
48 Cl -0.4213 1.2419 -6.3748  -0.184
49 H -1.4130 3.9000 -5.7853  0.365
50 H -2.9117 3.5467 -4.9246  0.309
51 H -2.6560 1.8835 -6.6745  0.352
52 H -2.4110 1.0783 -5.1223  0.218

Cartesian forces, eV/Å:
O -0.7145 -0.4897 -0.0338
C 0.8803 0.8795 -0.5207
N 1.5863 0.7069 0.6025
C -1.0870 -1.7041 0.1485
C 0.3832 0.3472 0.0050
C -0.6703 0.3029 -1.2337
F 0.2153 -0.0067 0.2863
O -0.4541 -1.0139 0.3949
C -0.1657 0.2761 0.0966
C 0.6646 0.6837 0.2790
S -0.3212 -1.2676 0.2257
C -0.0989 0.4374 -2.0562
N -0.1984 0.7234 0.3057
N -0.1821 2.6179 -0.5272
C 0.1750 -1.7774 0.3601
O 0.3204 -0.7833 0.8889
H -0.7983 0.0111 -0.2746
H 0.0849 0.6236 -0.1180
H 0.3683 0.3741 -0.2045
H -0.0869 -0.1736 0.2730
H 0.0252 0.0748 -0.0570
H 0.0967 -0.2639 0.3668
H 0.1277 -0.0878 0.3859
H 0.1929 0.0144 -0.0389
H -0.0721 -0.0101 -0.0371
H -0.2065 -0.2948 0.1899
H 0.0906 -0.3601 0.4928
H -0.0511 -0.2822 0.1026
Cl -0.0450 -0.0274 -0.1000
C -0.0493 0.1153 0.1009
C 0.0277 0.1610 -0.0534
Cl 0.0108 -0.0133 0.0209
H 0.0547 -0.0931 -0.0016
H 0.0684 0.0155 0.0245
H -0.0490 -0.0273 -0.0154
H 0.0203 -0.0940 0.0022
Cl -0.0409 -0.0134 -0.0264
C 0.1332 -0.0115 -0.0456
C 0.1181 0.0303 0.0291
Cl -0.0817 0.1309 0.0712
H -0.0907 0.0079 0.0148
H -0.0157 0.0322 0.0457
H -0.0192 -0.0386 -0.0653
H -0.0725 -0.0571 0.0051
Cl -0.0099 0.3348 -0.3233
C -0.1332 0.1047 -0.0672
C -0.0883 -0.0313 -0.0403
Cl 0.0146 -0.0256 0.0438
H 0.0858 -0.0566 0.0179
H -0.0100 -0.0650 0.0347
H 0.0202 0.0500 -0.0059
H 0.0474 0.0138 0.0310

As for the HOMO-LUMO gap: 9.222 eV. The LUMO energy comes out at 0.0168 Ha. As for the SMILES: O=C(NCCCF)OCCSc1nnco1.ClCCCl.ClCCCl.ClCCCl. The calculation puts the total energy at -114206.63850 eV.

=====

Q: Look up the LUMO energy of the second one.
A: 0.0168 Ha